DFT (ωB97M-V/def2-TZVPD) results for a 2-piece molecular cluster, C12H17N overall.

Last column: Mulliken charge in e.
Positions of all 30 atoms, in Å:
C -1.590 -2.171 -0.039  -0.4123
C -1.770 -3.615 0.462  -0.9780
H -1.445 -2.160 -1.124  0.3461
H -2.469 -1.570 0.153  0.2671
H -0.683 -1.680 0.285  -0.0988
H -1.839 -4.377 -0.316  0.2692
H -0.942 -3.927 1.101  0.3098
H -2.654 -3.646 1.101  0.2589
C 2.508 -0.084 0.415  -0.6371
C 3.562 0.973 0.754  -1.2368
C 1.417 0.450 -0.456  0.3873
C 1.560 0.783 -1.793  -0.9432
C 0.127 0.824 -0.014  0.8526
C -0.503 1.453 -1.118  -0.3392
C -0.627 0.718 1.209  -0.4876
C -1.766 2.049 -1.042  -0.9547
C -1.864 1.343 1.278  -0.6482
C -2.420 2.066 0.222  -0.5312
N 0.359 1.417 -2.182  -0.0116
H 3.011 -0.947 -0.042  0.3723
H 2.162 -0.539 1.341  0.3273
H 4.405 1.070 0.066  0.2922
H 2.371 0.730 -2.503  0.4330
H 0.045 1.486 -3.131  0.2677
H -0.128 0.239 2.042  0.2951
H -2.086 2.687 -1.854  0.2810
H -2.469 1.233 2.174  0.2767
H -3.414 2.466 0.352  0.3402
H 4.055 0.791 1.721  0.3652
H 3.086 1.937 0.938  0.3370

The spin multiplicity is 2. The value obtained for the total energy is -522.1594 a.u. Its orbital gap (spin up / spin down) is 3.15 / 6.56 eV. For the energy above the lowest of the compared OMol25 structures with the same formula, charge and spin, the calculation gives 8.1 kcal per mole. The molecular weight comes out at 175.3 g/mol. The value obtained for the highest occupied orbital energy (spin up / spin down) is 0.585 / -2.902 eV. The charge is -1. The calculation puts the strongest force on any atom at 1.5 eV/A. As for the expectation value of S²: 0.772.